# 1
DFT (ωB97M-V with the def2-TZVPD basis set) results for the molecule C3H6N4O in a non-equilibrium geometry.

Computed properties:
- Max |F|: 5.86 eV/Å
- SMILES: [H]/N=c1\c(O)c[nH]n1N
- Charge: 0
- Energy relative to the best compared isomer or geometry (same formula, charge and spin): 647.6 kJ/mol
- Gap between HOMO and LUMO: 8.6083 eV

Atoms and positions in Å:
H  -0.94718  2.62042  -0.54784
N  -0.00145  1.92510  -0.22680
C  -0.07223  0.60984  0.10782
C  -1.16838  -0.20493  0.29429
O  -2.46087  0.15574  0.48502
C  -0.80417  -1.50248  -0.03363
N  0.58425  -1.67860  -0.00974
N  1.06603  -0.22316  0.06811
N  2.40132  0.15375  0.43311
H  -2.62927  0.84523  -0.27082
H  -1.69401  -2.17605  -0.20949
H  0.81506  -1.89825  -1.18807
H  2.41643  0.97386  -0.38777
H  2.49447  0.39954  1.48582

---

# 2
DFT (ωB97M-V with the def2-TZVPD basis set) results for the molecule C3H6N4O in a non-equilibrium geometry.

Computed properties:
- Max |F|: 3.75 eV/Å
- SMILES: [H]/N=C(\N=C\O)C(/N)=N\[H]
- Charge: 0
- Energy relative to the best compared isomer or geometry (same formula, charge and spin): 125.7 kJ/mol
- Gap between HOMO and LUMO: 10.0734 eV

Atoms and positions in Å:
H  -0.07775  2.49711  0.84869
N  -0.51039  1.62379  1.17128
C  0.01691  0.68496  0.47287
N  0.84389  0.99792  -0.55660
C  0.61602  0.27586  -1.59930
O  1.48425  0.35204  -2.61114
C  -0.41782  -0.80548  0.78280
N  -1.72015  -1.04063  1.12077
N  0.46615  -1.74616  0.83074
H  1.38268  -1.38062  0.54578
H  -0.25780  -0.34431  -1.84933
H  2.17495  0.99454  -2.37644
H  -2.17604  -0.23160  1.53654
H  -1.82489  -1.87741  1.68335

---

# 3
DFT (ωB97M-V with the def2-TZVPD basis set) results for the molecule C3H6N4O in a non-equilibrium geometry.

Computed properties:
- Max |F|: 7.45 eV/Å
- SMILES: [H]/N=C1\NC(=O)CN1N
- Charge: 0
- Energy relative to the best compared isomer or geometry (same formula, charge and spin): 394.6 kJ/mol
- Gap between HOMO and LUMO: 10.0412 eV

Atoms and positions in Å:
H  -1.62560  -1.71785  -1.50979
N  -1.69778  -1.04681  -0.69279
C  -0.46662  -0.76131  -0.21419
N  0.85577  -1.05096  -0.82790
C  1.71920  0.06325  -0.59611
O  2.80402  0.36187  -1.06770
C  0.84579  0.75623  0.65476
N  -0.33647  0.07843  0.91415
N  -1.44304  1.18087  0.99955
H  0.79585  -1.71185  -1.76896
H  1.69093  0.53638  1.50638
H  0.67514  1.72830  0.33384
H  -1.79146  0.99386  2.10390
H  -2.02573  0.58958  0.16487

---

# 4
DFT (ωB97M-V with the def2-TZVPD basis set) results for the molecule C3H6N4O in a non-equilibrium geometry.

Computed properties:
- Max |F|: 5.45 eV/Å
- SMILES: C/N=C(/N)N=C=NO
- Charge: 0
- Energy relative to the best compared isomer or geometry (same formula, charge and spin): 429.3 kJ/mol
- Gap between HOMO and LUMO: 9.0580 eV

Atoms and positions in Å:
C  -0.05895  -1.85048  -0.89220
N  0.78186  -0.65617  -1.04881
C  0.49924  0.25437  -0.25957
N  1.38187  1.29681  -0.10139
N  -0.67159  0.33442  0.52269
C  -1.09285  1.25277  1.18221
N  -1.60261  2.32997  1.44374
O  -1.95320  2.85899  2.66012
H  0.51046  -2.64475  -0.50076
H  -0.45203  -2.09874  -1.89933
H  -0.77341  -1.67117  -0.08609
H  1.10699  2.21684  0.42447
H  2.06427  1.34111  -0.91138
H  -2.16565  3.68373  2.41420

---

# 5
DFT (ωB97M-V with the def2-TZVPD basis set) results for the molecule C3H6N4O in a non-equilibrium geometry.

Computed properties:
- Max |F|: 3.96 eV/Å
- SMILES: CNn1[nH]ncc1=O
- Charge: 0
- Energy relative to the best compared isomer or geometry (same formula, charge and spin): 466.7 kJ/mol
- Gap between HOMO and LUMO: 9.6572 eV

Atoms and positions in Å:
C  -1.22307  0.32455  -2.14634
N  0.05214  0.88709  -1.42767
N  0.08518  0.26101  -0.15513
N  -0.35338  1.18141  0.91410
N  0.19500  0.58622  2.08070
C  0.24757  -0.66504  1.77747
C  0.42994  -0.98532  0.32267
O  0.81236  -1.78948  -0.51740
H  -1.04495  -0.74703  -2.42274
H  -1.47907  1.09063  -3.07244
H  -2.11815  0.41790  -1.47532
H  1.02904  0.57776  -1.80296
H  0.24745  1.96068  0.69252
H  0.28763  -1.43936  2.61344

---

# 6
DFT (ωB97M-V with the def2-TZVPD basis set) results for the molecule C3H6N4O in a non-equilibrium geometry.

Computed properties:
- Max |F|: 4.95 eV/Å
- Charge: 0
- Energy relative to the best compared isomer or geometry (same formula, charge and spin): 686.0 kJ/mol
- Gap between HOMO and LUMO: 9.0774 eV

Atoms and positions in Å:
C  2.41241  -1.77473  -0.24306
C  2.08666  -0.35785  -0.08745
C  -1.25874  0.81978  0.70195
N  2.42420  0.72774  -0.54539
N  1.93287  1.92016  -0.07657
N  0.75716  1.83010  0.32584
N  0.14759  0.77988  0.34621
O  1.61512  -1.22368  0.86176
H  1.89825  -2.29386  -1.06892
H  3.30725  -2.29399  0.06673
H  -1.92095  0.31595  0.03328
H  -1.26462  0.40878  1.75326
H  -1.55655  1.86930  0.79441
H  0.33954  2.86139  0.58414

---

# 7
DFT (ωB97M-V with the def2-TZVPD basis set) results for a structure of composition C3H6N4O in a non-equilibrium geometry.

Computed properties:
- Max |F|: 5.70 eV/Å
- Charge: 0
- Energy relative to the best compared isomer or geometry (same formula, charge and spin): 688.0 kJ/mol
- Gap between HOMO and LUMO: 9.0344 eV

Atoms and positions in Å:
C  -2.67429  -0.05803  0.27380
C  0.76753  0.34041  -0.05373
C  2.09508  1.15558  0.07344
H  -2.76739  -0.57001  1.46296
H  -2.78160  1.29397  0.41025
H  -3.57311  -0.43702  -0.43906
H  -1.07011  -1.15647  -0.29022
H  2.26667  2.19031  -0.17161
H  2.82375  -1.47294  -0.90637
N  -1.46823  -0.28115  -0.54853
N  -0.43770  0.65096  -0.09028
N  3.02847  0.30239  -0.00867
N  2.66826  -0.94236  0.14170
O  1.12268  -1.01565  0.14631

---

# 8
DFT (ωB97M-V with the def2-TZVPD basis set) results for the molecule C3H6N4O in a non-equilibrium geometry.

Computed properties:
- Max |F|: 6.08 eV/Å
- SMILES: Nc1cn(N)nc1O
- Charge: 0
- Energy relative to the best compared isomer or geometry (same formula, charge and spin): 464.0 kJ/mol
- Gap between HOMO and LUMO: 9.0711 eV

Atoms and positions in Å:
N  2.14356  1.00137  0.07750
C  0.79345  0.37056  0.06279
C  -0.60569  0.85032  -0.30433
N  -1.39969  -0.25045  -0.20936
N  -2.77144  -0.10169  0.28988
N  -0.67603  -1.38698  -0.16233
C  0.60178  -1.12137  -0.03950
O  1.75295  -1.83820  -0.03183
H  2.54768  1.39778  -0.71775
H  2.39596  1.48663  0.93012
H  -0.87248  1.96944  -0.27139
H  -2.82942  -0.97787  0.87231
H  -3.62091  -0.08478  -0.63580
H  2.54028  -1.31477  0.13969

---

# 9
DFT (ωB97M-V with the def2-TZVPD basis set) results for the molecule C3H6N4O in a non-equilibrium geometry.

Computed properties:
- Max |F|: 5.49 eV/Å
- SMILES: [H]/N=C1/NNCC=NO1
- Charge: 0
- Energy relative to the best compared isomer or geometry (same formula, charge and spin): 766.6 kJ/mol
- Gap between HOMO and LUMO: 9.0832 eV

Atoms and positions in Å:
H  -2.95588  0.39050  -0.47643
N  -2.20445  -0.20277  -1.17966
C  -1.09415  -0.31018  -0.54621
N  0.03794  -0.79845  -1.23171
N  1.38002  -0.20231  -0.73898
C  1.17218  -0.24668  0.82596
C  0.30444  0.99820  1.03940
N  -1.00710  0.93578  1.20683
O  -1.29087  -0.52768  0.85230
H  -0.06521  -0.29668  -2.27892
H  2.05773  -0.99231  -1.01050
H  1.05532  -1.31127  1.10281
H  1.98764  0.46460  1.39127
H  0.62240  2.09928  1.04383

---

# 10
DFT (ωB97M-V with the def2-TZVPD basis set) results for a structure of composition C3H6N4O in a non-equilibrium geometry.

Computed properties:
- Max |F|: 5.11 eV/Å
- Charge: 0
- Energy relative to the best compared isomer or geometry (same formula, charge and spin): 618.8 kJ/mol
- Gap between HOMO and LUMO: 9.7360 eV

Atoms and positions in Å:
C  -2.18482  0.49129  0.50973
C  -1.25021  -0.17071  -0.50946
C  1.12396  -0.21406  -0.13161
H  -1.91629  1.85506  0.60288
H  -1.88885  -0.21344  1.47506
H  -3.56416  0.36897  0.17295
H  -1.75803  -1.01695  -0.96901
H  -1.08307  0.50886  -1.37498
H  2.46232  -1.97977  0.27037
N  0.04881  -0.82425  -0.09376
N  2.34525  -0.92692  0.11778
N  3.37166  -0.04878  0.24314
N  2.87372  1.12852  -0.07078
O  1.41971  1.04220  -0.24231

---

# 11
DFT (ωB97M-V with the def2-TZVPD basis set) results for the molecule C3H6N4O in a non-equilibrium geometry.

Computed properties:
- Max |F|: 6.44 eV/Å
- SMILES: [H]/N=c1\[nH]c(N)c(N)o1
- Charge: 0
- Energy relative to the best compared isomer or geometry (same formula, charge and spin): 390.6 kJ/mol
- Gap between HOMO and LUMO: 8.1551 eV

Atoms and positions in Å:
H  -0.11292  -3.29104  0.66451
N  -0.82171  -2.53203  0.29157
C  -0.41616  -1.31764  0.06124
N  0.84849  -0.82082  0.44749
C  0.74720  0.51605  0.42370
N  1.93851  1.23351  0.64118
C  -0.32157  0.94599  -0.39360
N  -1.12172  2.04938  -0.86843
O  -0.99560  -0.37076  -0.66173
H  1.69987  -1.06097  0.95999
H  1.90608  2.23225  0.09859
H  2.14084  1.24339  1.65749
H  -1.58643  1.43431  -1.87386
H  -2.04443  2.03140  -0.34354

---

# 12
DFT (ωB97M-V with the def2-TZVPD basis set) results for the ion C3H6N4O with charge +2 in a non-equilibrium geometry.

Computed properties:
- Max |F|: 3.46 eV/Å
- Spin multiplicity: 3
- Charge: +2
- Gap between HOMO and LUMO (spin up / spin down): 10.6329 / 5.7734 eV

Atoms and positions in Å:
C  -0.03989  -0.47645  -0.66860
C  2.67546  -1.30191  1.44980
C  -0.43051  0.41522  0.36258
N  1.30703  -0.77977  -0.42882
N  1.83845  -1.05721  0.64097
N  -0.48822  -0.61382  -1.90931
N  -1.49434  1.33858  0.32143
O  3.32758  -1.48314  2.36217
H  0.09216  0.59694  1.25896
H  -1.44834  -0.55324  -2.13080
H  0.20432  -1.11127  -2.52797
H  -2.35764  1.20363  -0.13322
H  -1.42918  2.40100  0.13909
H  -1.75690  1.42145  1.26371

---

# 13
DFT (ωB97M-V with the def2-TZVPD basis set) results for the molecule C3H6N4O2 in a non-equilibrium geometry.

Computed properties:
- Max |F|: 3.77 eV/Å
- Charge: 0
- Energy relative to the best compared isomer or geometry (same formula, charge and spin): 593.4 kJ/mol
- Gap between HOMO and LUMO: 9.7725 eV

Atoms and positions in Å:
C  -1.18676  1.44654  0.26684
C  1.06870  0.60430  -0.03982
C  -0.34704  -1.23548  0.07340
N  0.01363  1.71667  0.03821
N  0.58475  -0.58689  -0.67974
N  -1.76944  0.19244  0.36989
N  -3.10376  -0.10060  0.13576
O  -3.81078  0.80400  -0.25550
O  -3.47578  -1.22828  0.35014
H  -1.83057  2.34658  0.22775
H  1.86527  0.94632  -0.67902
H  1.37187  0.35825  0.92696
H  -0.91398  -1.97003  -0.43201
H  -0.07877  -1.37071  1.04806
H  0.12694  -0.47070  -1.60463

---

# 14
DFT (ωB97M-V with the def2-TZVPD basis set) results for the molecule C3H6N4O2 in a non-equilibrium geometry.

Computed properties:
- Max |F|: 2.75 eV/Å
- SMILES: N=C=NCC/N=[N+](\[O-])O
- Charge: 0
- Energy relative to the best compared isomer or geometry (same formula, charge and spin): 560.5 kJ/mol
- Gap between HOMO and LUMO: 10.0012 eV

Atoms and positions in Å:
N  3.02658  1.54112  -0.06453
C  2.23176  0.70304  -0.43589
N  1.41990  -0.09719  -0.79081
C  0.50157  -1.08454  -0.44391
C  -0.35662  -0.87834  0.79923
N  -1.19649  0.31924  0.81531
N  -2.08048  0.33860  -0.05478
O  -2.57381  -0.43149  -0.80896
O  -2.59283  1.65074  -0.10525
H  3.85957  1.58857  -0.55227
H  1.06046  -2.03294  -0.31730
H  -0.22730  -1.01385  -1.20193
H  -1.08312  -1.75241  0.68807
H  0.19362  -0.79731  1.72780
H  -2.18282  1.94674  0.74523

---

# 15
DFT (ωB97M-V with the def2-TZVPD basis set) results for the molecule C3H6N4O2S in a non-equilibrium geometry.

Computed properties:
- Max |F|: 3.29 eV/Å
- SMILES: CS(=O)(=O)n1ncnc1N
- Charge: 0
- Energy relative to the best compared isomer or geometry (same formula, charge and spin): 0.0 kJ/mol
- Gap between HOMO and LUMO: 9.7608 eV

Atoms and positions in Å:
C  0.35119  -0.08158  2.42718
S  1.11846  -0.65125  0.87561
O  0.85534  -2.04185  0.66846
O  2.44662  -0.24112  0.60978
N  0.01158  0.24939  -0.19871
N  -0.69260  1.41336  0.14200
C  -1.48127  1.68146  -0.84586
N  -1.24557  0.87478  -1.94845
C  -0.32393  0.02300  -1.49439
N  0.10342  -0.99435  -2.24965
H  0.54275  0.97294  2.42977
H  -0.64771  -0.30750  2.21403
H  0.73816  -0.71598  3.32029
H  -2.13425  2.50952  -0.90306
H  -0.56949  -1.23177  -2.95212
H  0.92731  -1.45907  -2.09487

---

# 16
DFT (ωB97M-V with the def2-TZVPD basis set) results for the molecule C3H6N4S in a non-equilibrium geometry.

Computed properties:
- Max |F|: 1.80 eV/Å
- SMILES: [H]/N=C/N/C(N)=N\C=S
- Charge: 0
- Energy relative to the best compared isomer or geometry (same formula, charge and spin): 67.7 kJ/mol
- Gap between HOMO and LUMO: 8.3132 eV

Atoms and positions in Å:
H  -3.48759  0.97065  0.37443
N  -2.48504  1.31965  0.36913
C  -1.74054  0.31780  0.13283
N  -0.36572  0.48398  0.05265
C  0.51075  -0.47863  -0.32406
N  0.06838  -1.59773  -0.99110
N  1.80391  -0.51674  0.05101
C  2.40772  0.47344  0.71774
S  1.91975  2.03601  1.06048
H  -2.11964  -0.71810  -0.05909
H  0.05902  1.37021  0.38203
H  0.75462  -2.26986  -1.25035
H  -0.74447  -1.58838  -1.59179
H  3.41885  0.19770  1.07608

---

# 17
DFT (ωB97M-V with the def2-TZVPD basis set) results for the molecule C3H6N4S in a non-equilibrium geometry.

Computed properties:
- Max |F|: 4.92 eV/Å
- SMILES: N/N=C1\NCC(=S)N1
- Charge: 0
- Energy relative to the best compared isomer or geometry (same formula, charge and spin): 299.4 kJ/mol
- Gap between HOMO and LUMO: 8.7457 eV

Atoms and positions in Å:
N  -1.63092  0.56513  2.62300
N  -1.89027  0.94422  1.25191
C  -0.86337  0.34501  0.64782
N  0.04050  -0.52027  1.10947
C  1.20817  -0.73804  0.30428
C  0.60251  -0.07293  -0.98711
S  1.59274  -0.42318  -2.30354
N  -0.65111  0.45029  -0.71435
H  -2.34391  -0.21448  2.72611
H  -1.97293  1.54333  3.23141
H  -0.19292  -0.62727  2.13846
H  2.13108  -0.24335  0.61019
H  1.28925  -1.85057  -0.10689
H  -1.15556  0.88348  -1.42279

---

# 18
DFT (ωB97M-V with the def2-TZVPD basis set) results for the molecule C3H6N4S in a non-equilibrium geometry.

Computed properties:
- Max |F|: 4.54 eV/Å
- Charge: 0
- Energy relative to the best compared isomer or geometry (same formula, charge and spin): 660.2 kJ/mol
- Gap between HOMO and LUMO: 8.6407 eV

Atoms and positions in Å:
C  -1.63683  0.10229  -0.42219
C  -0.60114  -2.05986  0.23496
C  0.57501  1.99509  -0.16140
N  -0.45025  0.15260  -1.13897
N  1.83728  -0.17314  -0.38924
N  -1.09846  -1.16052  -0.80132
N  0.93468  0.56735  -0.52363
S  -2.86826  0.81010  0.17436
H  -0.17881  -1.43309  1.08723
H  -1.45162  -2.75758  0.47196
H  0.17531  -2.71669  -0.25598
H  -0.28304  1.73485  0.64720
H  0.15786  2.53803  -0.98445
H  1.33350  2.54761  0.29095